This record from the Open Molecules 2025 dataset describes C14H27BBr2Cl3LiO10Si as an isolated structure. The level of theory is ωB97M-V/def2-TZVPD.

Summary:
- HOMO-LUMO gap: 0.04298 Eh
- HOMO level: -0.151 hartree
- E_LUMO: -2.93 eV
- Net charge: 0

Geometry as XYZ:
```
59
Properties=species:S:1:pos:R:3:forces:R:3
C -4.58502 -2.31838 -2.54336 -0.587 0.840 -0.419
C -3.38961 -2.05530 -3.46022 0.614 -1.076 0.019
Br -3.64011 -3.27746 -5.00980 -0.260 0.352 0.197
C -2.00523 -2.40264 -2.80890 -0.069 0.123 -0.493
Br -0.62825 -2.52954 -4.20923 0.043 0.053 0.277
C -1.62111 -1.43684 -1.61724 -1.728 -0.753 -0.089
C -2.03330 -2.17124 -0.35382 0.654 0.151 1.189
B -0.88372 -3.10722 0.26215 -0.375 -0.677 -0.253
O 0.04335 -2.64987 1.15381 -0.055 0.218 -0.045
O -0.85393 -4.43933 -0.09044 1.159 0.888 -0.479
O -2.50014 -0.25905 -1.77291 0.151 0.481 -0.256
C -1.87482 0.61117 -2.58105 2.057 -2.380 0.489
O -2.30277 1.53418 -3.13665 -1.688 2.520 -0.994
O -0.54416 0.26377 -2.71511 -0.394 -0.397 0.051
C -0.31371 -0.68414 -1.63421 1.293 0.689 1.257
O 0.86044 -1.44213 -1.75261 -0.678 0.194 -0.890
Si 0.09965 0.53113 -0.15243 -0.477 -0.124 1.137
C -1.33907 0.85712 1.01778 0.110 -0.056 0.252
C 1.64797 0.04191 0.80525 -0.171 0.934 -0.226
C 0.52079 2.22946 -0.95339 -0.235 0.962 0.375
H -5.41464 -1.71439 -2.92919 0.053 -0.093 0.040
H -4.93606 -3.34669 -2.59608 0.392 -0.092 0.306
H -4.43669 -1.98453 -1.51803 0.114 -0.146 -0.062
H -3.38305 -1.06557 -3.90557 -0.019 -0.025 0.077
H -2.11308 -3.40738 -2.39973 0.241 -0.017 -0.170
H -2.34235 -1.49642 0.45258 0.139 0.252 -0.328
H -2.88340 -2.83492 -0.50747 0.100 0.039 -0.264
H 0.72219 -3.33749 1.23407 -0.200 0.065 0.246
H -0.62311 -4.47596 -1.03258 -0.498 -0.733 0.118
H 1.55310 -0.80261 -1.97603 0.185 -0.403 -0.011
H -2.31858 0.92885 0.53903 0.164 0.124 -0.083
H -1.41219 0.04077 1.74510 0.101 0.054 -0.091
H -1.15329 1.76252 1.61120 -0.029 -0.057 -0.119
H 1.46308 -0.71508 1.56414 0.047 -0.206 -0.346
H 2.45346 -0.20777 0.10887 -0.003 -0.314 0.249
H 1.98411 0.94222 1.34311 -0.084 -0.083 -0.068
H -0.37325 2.68861 -1.42204 0.091 -0.482 -0.248
H 1.35924 2.15679 -1.66963 -0.895 0.562 0.857
H 0.79842 2.89300 -0.09038 0.285 -0.648 -0.121
O -2.94584 -6.63826 -0.08709 -0.317 -0.026 -0.154
H -2.32495 -5.91252 -0.11418 0.159 0.085 0.102
C 1.30885 5.10905 4.72587 -0.250 0.225 -0.009
O 2.37348 4.39585 5.34628 0.023 -0.032 -0.049
C 2.50390 3.13461 4.92594 0.131 -0.063 0.135
O 1.81614 2.59201 4.09713 0.011 0.114 -0.070
O 3.52250 2.58355 5.57890 -0.059 0.071 -0.036
C 3.78221 1.22072 5.22962 0.123 -0.302 0.006
H 1.29914 6.11195 5.14467 0.188 -0.076 0.118
H 1.46814 5.18111 3.64952 -0.040 -0.119 0.007
H 0.35211 4.63357 4.93903 0.035 -0.072 -0.120
H 4.04163 1.13684 4.17520 -0.130 0.010 -0.010
H 2.92290 0.59393 5.46201 -0.041 0.054 -0.116
H 4.62837 0.89361 5.82736 -0.013 0.201 0.074
C 4.34862 1.37616 -3.14691 0.177 -0.045 0.135
Cl 5.06075 0.29541 -1.95273 -0.058 0.017 -0.060
Cl 2.57826 1.29631 -3.07508 0.597 -0.408 -0.830
Cl 4.89893 3.03442 -2.90304 -0.045 -0.031 -0.038
H 4.66199 1.05309 -4.13203 -0.054 0.016 0.013
Li 0.10170 4.58905 -0.68947 0.013 -0.358 -0.176
```
Positions in Å, forces in eV/Å.

=====

This record from the Open Molecules 2025 dataset describes an isolated ion of composition C14H27BF9N2O2S and charge -1. The level of theory is ωB97M-V/def2-TZVPD.

Summary:
- HOMO-LUMO gap: 0.19484 Eh
- HOMO level: -0.165 hartree
- E_LUMO: 0.82 eV
- Net charge: -1

Geometry as XYZ:
```
56
Properties=species:S:1:pos:R:3:forces:R:3
C 0.61454 -5.08089 0.49442 1.449 -0.101 -1.407
C 1.78566 -4.15406 1.08882 -0.574 -0.715 1.325
O 1.84147 -3.99344 2.31646 0.201 0.092 -3.107
O 2.67850 -3.64364 0.14279 -1.828 -0.089 2.016
C 3.01856 -2.23561 0.44278 0.376 1.192 0.698
C 1.78136 -1.27221 0.13995 -0.277 -1.267 0.540
B 2.06524 -0.10776 -0.98727 0.161 0.043 -0.617
N 2.20642 -0.87222 -2.34295 -0.357 -0.240 -0.437
C 3.47201 0.72212 -0.80408 0.309 1.601 0.053
C 3.43698 1.93024 0.24189 1.624 -0.510 0.244
C 3.42619 1.45692 1.78592 -0.004 1.730 0.225
C 2.90043 2.74434 2.62982 0.234 -1.167 -1.018
N 1.41460 2.78348 2.47708 -0.122 -0.073 0.657
C 0.75757 0.91513 -1.21973 -0.991 -0.208 0.103
C -0.65780 0.16580 -1.10473 0.041 1.883 0.298
C -1.80703 1.07972 -1.79772 0.670 -0.685 0.590
C -3.09563 0.15185 -1.97978 0.327 0.663 0.380
C -4.48986 0.92504 -1.71983 1.320 -0.648 -2.705
F -5.24780 0.68406 -2.91752 0.616 0.494 2.142
F -4.33962 2.32218 -1.67302 -0.620 -2.522 0.514
C -5.36566 0.30954 -0.54529 -2.729 -0.940 -2.507
F -6.71750 0.63273 -0.83795 2.647 -0.387 0.787
F -5.32733 -1.10017 -0.58852 0.206 3.191 0.032
S -5.02377 0.93211 1.18000 -0.772 -0.606 3.853
F -6.59056 0.48286 1.61774 2.238 0.664 -0.419
F -4.56760 -0.62433 1.62439 -0.059 2.574 -0.429
F -3.46363 1.34738 0.85821 -2.396 -0.551 0.126
F -5.62019 2.44345 0.88560 1.357 -2.074 -0.115
F -4.76380 1.40067 2.74957 -0.367 -0.663 -2.293
H -0.35548 -4.50902 0.36442 1.241 -0.598 0.509
H 0.49965 -6.04581 1.08047 0.013 1.515 -0.382
H 0.94549 -5.39078 -0.55928 -0.535 0.473 1.382
H 3.31687 -2.11863 1.54492 -0.392 -0.494 -1.514
H 3.94939 -2.02090 -0.16179 -1.357 -0.299 0.377
H 1.37059 -0.89686 1.13165 0.417 -0.430 -1.014
H 0.95907 -1.95251 -0.29861 1.036 0.835 0.663
H 1.29569 -1.33485 -2.48263 0.538 0.057 -0.259
H 2.26617 -0.17153 -3.09892 0.015 -0.522 0.381
H 3.69830 1.19812 -1.83129 -0.161 -0.610 1.313
H 4.38141 0.08801 -0.55345 -0.982 0.589 -0.280
H 2.63738 2.71469 0.03962 0.744 -1.227 0.251
H 4.43909 2.48762 0.12170 -1.393 -0.483 0.266
H 2.70510 0.60877 1.99013 0.972 0.856 -0.301
H 4.47652 1.20137 2.15883 -1.338 0.051 -0.762
H 3.30659 3.67991 2.11427 -0.234 -1.166 0.983
H 3.23379 2.68491 3.72268 -0.647 0.262 -1.461
H 0.93963 2.39989 3.30032 0.397 0.167 -0.380
H 1.11071 2.19262 1.69176 0.399 0.384 0.370
H 0.72669 1.77954 -0.47995 -0.155 -0.654 -0.992
H 0.81798 1.30706 -2.30144 0.039 -0.155 1.564
H -0.92599 0.18103 0.01375 0.266 -0.547 -1.532
H -0.65571 -0.90116 -1.49333 0.008 1.295 0.325
H -1.95455 1.95232 -1.08094 -0.128 -1.152 -1.011
H -1.43985 1.54113 -2.77768 -0.610 -0.863 1.229
H -2.96478 -0.73544 -1.27563 -0.504 1.273 -0.751
H -3.10146 -0.28481 -3.03665 -0.326 0.765 1.495
```
Positions in Å, forces in eV/Å.

=====

This record from the Open Molecules 2025 dataset describes a 7-piece molecular cluster, C14H27Br12N overall. The level of theory is ωB97M-V/def2-TZVPD.

Summary:
- HOMO-LUMO gap: 0.35951 Eh
- HOMO level: -0.361 hartree
- E_LUMO: -0.05 eV
- Net charge: 0

Geometry as XYZ:
```
54
Properties=species:S:1:pos:R:3:forces:R:3
Br 5.37802 -3.09410 2.89308 -0.173 0.185 -0.198
C 4.95229 -1.30504 2.22099 0.371 0.396 0.797
C 6.15899 -0.39257 2.40263 0.014 0.113 0.166
Br 6.60302 -0.15095 4.37104 -0.160 -0.191 -1.602
H 4.12342 -0.93372 2.82365 -0.002 -0.206 -0.155
H 4.64942 -1.39254 1.17758 0.228 -0.027 0.088
H 5.99921 0.61488 2.01841 -0.456 0.000 0.295
H 6.99893 -0.75157 1.80789 0.305 -0.282 0.710
Br -3.18572 1.41477 2.34577 -0.835 -0.053 -0.900
C -4.35437 0.90038 0.80797 -0.196 -0.599 0.181
C -5.81432 0.67852 1.27716 1.768 0.769 -0.297
Br -6.57952 2.50480 1.51791 -0.086 -1.127 0.021
H -3.85286 0.01901 0.40825 -0.458 -0.367 0.518
H -4.31796 1.54037 -0.07361 0.204 0.770 0.574
H -5.78960 0.15297 2.23178 -0.479 0.178 -0.138
H -6.32061 0.12531 0.48613 -0.386 0.286 0.236
Br 3.72511 -6.47065 -0.87454 0.095 0.516 0.985
C 3.60233 -4.99420 0.43973 0.236 0.735 0.060
C 2.45715 -4.06076 0.14032 -0.512 -0.589 -1.219
Br 2.59604 -3.51248 -1.81880 -0.413 0.161 1.329
H 4.50095 -4.37779 0.46486 0.327 -0.644 -0.426
H 3.48341 -5.38701 1.44951 -0.073 -0.365 -0.202
H 2.40696 -3.14697 0.73242 0.450 -0.073 -0.066
H 1.51247 -4.58658 0.27881 -0.028 0.220 -0.482
Br -1.19028 -4.33666 -0.36900 -0.205 0.878 -0.346
C -1.22188 -2.58059 -1.31163 0.503 0.488 0.206
C -1.70477 -1.45509 -0.35769 0.400 -1.077 -1.420
Br -1.74013 0.25049 -1.41607 -0.022 -0.856 0.540
H -1.80254 -2.70303 -2.22593 -0.279 -0.008 0.381
H -0.20235 -2.38085 -1.64143 0.026 -0.216 0.201
H -0.97822 -1.31983 0.44352 -0.366 0.105 0.021
H -2.70642 -1.74510 -0.04035 0.078 0.642 0.268
Br -4.44062 3.57544 -2.31844 0.020 0.309 -0.030
C -4.61252 4.64383 -0.66319 1.234 1.011 -0.782
C -3.42231 5.73001 -0.64283 -1.139 -1.545 0.211
Br -3.54961 6.82957 1.02750 0.226 -0.789 -1.080
H -4.57067 3.81849 0.04756 0.266 0.876 0.475
H -5.60145 5.10072 -0.70026 0.220 -0.051 0.119
H -3.38064 6.38951 -1.50967 -0.789 0.156 0.247
H -2.48406 5.18373 -0.73961 0.072 0.061 0.828
Br 2.14486 -0.20309 0.51032 -0.598 1.043 -0.151
C 1.31681 1.59807 0.27775 -0.677 0.671 0.558
C 0.17434 1.83577 1.33714 0.228 0.283 -0.660
Br -0.70900 3.67939 1.06584 1.077 -1.548 0.146
H 1.06385 1.70860 -0.77671 -0.828 -0.621 0.223
H 2.07432 2.37944 0.33898 0.313 -0.371 0.790
H 0.52526 1.76690 2.36681 0.499 0.672 -0.171
H -0.65274 1.12665 1.37181 0.049 0.118 -0.934
C 1.81003 -0.05875 -3.81626 -1.351 1.067 0.602
C 0.90548 -1.14040 -4.17784 0.609 -0.814 -0.235
N 0.20739 -1.97201 -4.55682 0.026 0.236 0.270
H 1.35970 0.41862 -2.94597 -0.014 -0.103 0.395
H 1.60658 0.70296 -4.56894 0.867 0.043 -0.291
H 2.84867 -0.23671 -3.53757 -0.187 -0.464 -0.657
```
Positions in Å, forces in eV/Å.

=====

This record from the Open Molecules 2025 dataset describes C14H27FeNO6 as an isolated structure. The level of theory is ωB97M-V/def2-TZVPD.

Summary:
- HOMO-LUMO gap (spin up / spin down): 0.12930 / 0.13226 Eh
- HOMO level (spin up / spin down): -0.262 / -0.261 hartree
- E_LUMO (spin up / spin down): -3.61 / -3.50 eV
- Net charge: 0
- Spin multiplicity: 5

Geometry as XYZ:
```
49
Properties=species:S:1:pos:R:3:forces:R:3
Fe -0.27368 -4.03492 -1.78371 -0.059 -0.076 -0.170
C -3.10439 2.82633 1.52938 1.169 0.128 0.523
C -1.63697 2.76655 2.05207 -0.335 -0.731 0.092
C -0.67166 3.53533 1.21360 0.638 0.557 0.197
N 0.72251 3.61608 1.86486 -0.748 1.513 0.860
C 0.62879 4.42512 3.18397 0.306 0.442 -0.800
C 1.36928 2.33222 2.17182 -0.261 -0.614 1.068
C 1.83309 1.79388 0.85976 1.333 -0.263 -0.613
C 1.97443 3.01380 -0.08648 -0.231 -0.036 -0.059
C 1.77186 4.19508 0.88524 -0.723 -0.398 0.040
H -3.68175 2.15011 2.15983 -0.231 0.201 -0.227
H -3.18067 2.52559 0.48447 0.051 -0.135 0.089
H -3.45738 3.85415 1.61362 -0.250 -0.091 0.063
H -1.28951 1.73436 2.09618 -0.290 -0.209 -0.082
H -1.54879 3.13113 3.07549 -0.481 0.054 0.078
H -0.98814 4.57814 1.19151 0.046 0.030 -0.522
H -0.57093 3.10491 0.21727 0.082 0.220 0.056
H 1.63947 4.75842 3.41962 -0.024 -0.178 0.030
H 0.21294 3.88906 4.03709 0.159 -0.501 -0.464
H 0.01896 5.32136 3.07009 -0.016 -0.113 -0.442
H 2.10975 2.64928 2.90617 0.480 -0.622 -0.231
H 0.70993 1.61228 2.65663 -0.150 0.415 0.183
H 2.85213 1.41046 0.91115 -0.244 -0.505 0.434
H 1.17695 0.97460 0.56589 0.077 0.275 -0.518
H 2.96303 3.00712 -0.54551 -0.027 0.291 0.186
H 1.28464 2.95334 -0.92829 -0.194 0.371 0.199
H 2.66641 4.34819 1.48893 -0.001 -0.013 -0.035
H 1.44697 5.16597 0.51119 -0.170 -0.233 -0.184
C 4.33150 -7.23726 0.27359 -0.402 0.871 0.919
C 3.10643 -6.36373 -0.16139 0.128 -0.332 -2.221
O 2.04266 -6.88519 -0.45521 -2.870 -3.622 0.437
O 3.19331 -5.17632 -0.44803 2.540 3.684 0.661
H 4.94470 -6.54523 0.85081 0.154 -0.248 0.254
H 4.99359 -7.66008 -0.48202 -0.569 0.333 -0.562
H 3.98862 -8.06928 0.88863 -0.032 0.145 0.066
C 0.55744 -1.13738 -6.76371 0.248 -0.127 -0.241
C 0.31692 -1.96795 -5.51314 -0.899 1.525 2.253
O 0.13525 -1.26784 -4.44692 0.121 -0.290 -0.129
O 0.30604 -3.18486 -5.53777 0.111 -1.754 -0.476
H -0.29103 -1.08189 -7.44571 -0.230 -0.279 0.261
H 1.34560 -1.67561 -7.29023 0.204 0.450 -0.183
H 0.80322 -0.11760 -6.46752 0.290 -0.186 -0.199
C -5.57237 -3.11694 0.48736 -0.639 -0.232 1.166
C -4.23450 -3.67937 0.13434 3.308 0.176 -3.042
O -4.04921 -4.49682 -0.80548 -1.604 -0.984 -0.100
O -3.19884 -3.09290 0.55297 0.091 1.056 1.709
H -6.36868 -3.85697 0.56711 0.145 -0.143 -0.203
H -5.88755 -2.35933 -0.23012 0.258 -0.060 -0.062
H -5.44055 -2.66539 1.47063 -0.263 0.236 -0.061
```
Positions in Å, forces in eV/Å.

=====

> Among the records above, which one has the lowest net charge?

C14H27BF9N2O2S

=====

> Number 3 is which compound?

C14H27Br12N

=====

> net charge of number 4 (C14H27FeNO6)?

0

=====

> What is the net charge in the third record?

0